Molecular formula: C4H6CrMgO5
Method: DFT, ωB97M-V/def2-TZVPD

Cartesian coordinates (Å):
C1 0.937 2.785 -0.624
O1 1.591 1.792 -0.154
O2 1.522 3.833 -0.894
Mg1 3.471 2.988 -0.243
O3 1.512 -1.772 0.943
O4 -0.130 -0.298 -1.532
C2 -1.315 -0.381 -1.193
C3 -1.642 -0.978 0.147
O5 -0.562 -0.832 1.028
C4 0.262 -2.023 1.374
Cr1 1.185 -0.138 0.019
H1 -0.142 2.542 -1.003
H2 -2.183 -0.039 -1.782
H3 -1.933 -2.032 0.000
H4 -2.526 -0.452 0.545
H5 0.185 -2.103 2.473
H6 -0.230 -2.893 0.898

Results
⟨S²⟩: 8.7642
Spin multiplicity: 6
DFT total energy in Eh: -1776.5376
Charge: +1
Relative energy (zero: lowest compared OMol25 entry of this formula, charge and spin) in kJ/mol: 137.9
LUMO energy (spin up / spin down) in eV: -4.17 / -4.43
HOMO-LUMO gap (spin up / spin down) in eV: 6.554 / 9.009
HOMO energy (spin up / spin down) in eV: -10.72 / -13.44



Molecular formula: C4H6CsMgO2
Method: DFT, ωB97M-V/def2-TZVPD

Cartesian coordinates (Å):
O1 3.203 -2.813 0.239
Mg1 1.362 -3.006 0.700
C1 3.641 -2.621 -1.064
C2 2.693 -1.778 -1.925
H1 4.624 -2.105 -1.065
H2 2.832 -0.753 -1.533
H3 3.038 -1.742 -2.971
H4 3.801 -3.593 -1.582
C3 1.075 -3.048 -1.983
C4 0.924 -1.666 -1.747
O2 0.298 -0.715 -2.281
Cs1 -2.119 1.918 0.556
H5 1.622 -3.979 -1.803
H6 0.237 -3.442 -2.570

Results
⟨S²⟩: 0.7583
Spin multiplicity: 2
DFT total energy in Eh: -526.4889
Relative energy (zero: lowest compared OMol25 entry of this formula, charge and spin) in kJ/mol: 0.0
LUMO energy (spin up / spin down) in eV: -1.67 / -1.78
HOMO-LUMO gap (spin up / spin down) in eV: 2.889 / 3.342
HOMO energy (spin up / spin down) in eV: -4.55 / -5.12



Molecular formula: C4H6CuF3N3O11
Method: DFT, ωB97M-V/def2-TZVPD

Cartesian coordinates (Å):
Cu1 -14.864 -1.486 -19.574
C1 -12.220 -1.499 -19.720
O1 -13.069 -1.522 -20.853
O2 -13.016 -1.639 -18.675
C2 -11.169 -2.604 -19.833
F1 -10.495 -2.742 -18.679
F2 -11.696 -3.811 -20.132
F3 -10.245 -2.326 -20.784
C3 -12.756 -0.870 -22.058
C4 -12.399 -1.825 -23.184
H1 -12.322 -1.238 -24.108
H2 -11.444 -2.314 -23.017
H3 -13.207 -2.538 -23.347
H4 -11.951 -0.135 -21.905
H5 -13.602 -0.239 -22.345
H6 -11.666 -0.535 -19.686
N1 -15.622 -3.285 -21.356
O3 -15.104 -3.637 -20.273
O4 -15.854 -2.047 -21.493
O5 -15.872 -4.085 -22.252
N2 -16.485 -1.303 -17.172
O6 -17.218 -1.700 -16.259
O7 -16.542 -1.920 -18.300
O8 -15.655 -0.391 -17.007
N3 -14.987 1.729 -20.585
O9 -14.592 1.896 -21.759
O10 -15.160 2.690 -19.819
O11 -15.215 0.558 -20.186

Results
⟨S²⟩: 0.7517
Spin multiplicity: 2
DFT total energy in Eh: -3087.7564
Charge: -2
Relative energy (zero: lowest compared OMol25 entry of this formula, charge and spin) in kJ/mol: 0.0
LUMO energy (spin up / spin down) in eV: 5.36 / 4.78
HOMO-LUMO gap (spin up / spin down) in eV: 8.430 / 7.843
HOMO energy (spin up / spin down) in eV: -3.07 / -3.06



Molecular formula: C4H6CuMgO5
Method: DFT, ωB97M-V/def2-TZVPD

Cartesian coordinates (Å):
C1 -1.997 -0.467 -2.207
O1 -1.755 0.538 -1.449
O2 -2.871 -0.380 -3.074
Mg1 -3.338 1.675 -2.538
O3 -0.062 2.070 1.239
O4 1.133 0.009 -1.093
C2 1.627 -0.880 -0.405
C3 1.320 -0.973 1.060
O5 0.208 -0.188 1.386
C4 0.420 1.124 2.063
Cu1 -0.424 0.945 -0.229
H1 -1.291 -1.349 -2.139
H2 2.316 -1.636 -0.819
H3 2.225 -0.691 1.625
H4 1.121 -2.032 1.296
H5 -0.137 1.038 3.013
H6 1.505 1.195 2.270

Results
⟨S²⟩: 2.0051
Spin multiplicity: 3
DFT total energy in Eh: -2372.5050
Charge: +1
Relative energy (zero: lowest compared OMol25 entry of this formula, charge and spin) in kJ/mol: 0.0
LUMO energy (spin up / spin down) in eV: -3.89 / -5.72
HOMO-LUMO gap (spin up / spin down) in eV: 6.669 / 7.685
HOMO energy (spin up / spin down) in eV: -10.56 / -13.40



Molecular formula: C4H6CuO3
Method: DFT, ωB97M-V/def2-TZVPD

Cartesian coordinates (Å):
O1 0.095 0.668 1.727
C1 -0.455 0.721 0.645
C2 -0.482 1.772 -0.396
H1 0.521 2.167 -0.587
H2 -0.934 1.333 -1.300
H3 -1.144 2.589 -0.072
O2 -1.715 -1.178 -0.013
Cu1 -3.663 -0.708 -0.110
C3 -0.589 -0.842 0.304
O3 0.396 -1.686 0.239
C4 1.747 -1.267 -0.055
H4 2.308 -2.193 -0.193
H5 1.768 -0.678 -0.978
H6 2.147 -0.696 0.789

Results
DFT total energy in Eh: -2021.8807
Charge: +1
Relative energy (zero: lowest compared OMol25 entry of this formula, charge and spin) in kJ/mol: 201.1
LUMO energy in eV: -5.83
HOMO-LUMO gap in eV: 7.891
HOMO energy in eV: -13.72



Molecular formula: C4H6EuO2
Method: DFT, ωB97M-V/def2-TZVPD

Cartesian coordinates (Å):
O1 0.746 0.100 2.480
C1 1.107 -0.592 1.307
H1 1.458 0.714 2.688
H2 0.998 -1.676 1.449
C2 0.701 -0.026 0.055
C3 -0.429 -0.508 -0.594
C4 -1.537 0.404 -1.106
O2 -1.104 1.297 -2.088
Eu1 0.939 1.162 -2.583
H3 -0.660 -1.589 -0.565
H4 2.119 -0.007 0.678
H5 -1.969 0.954 -0.237
H6 -2.370 -0.233 -1.484

Results
⟨S²⟩: 15.7632
Spin multiplicity: 8
DFT total energy in Eh: -1016.5577
Relative energy (zero: lowest compared OMol25 entry of this formula, charge and spin) in kJ/mol: 347.0
LUMO energy (spin up / spin down) in eV: -1.21 / -1.16
HOMO-LUMO gap (spin up / spin down) in eV: 5.220 / 5.330
HOMO energy (spin up / spin down) in eV: -6.43 / -6.49



Molecular formula: C4H6EuO3
Method: DFT, ωB97M-V/def2-TZVPD

Cartesian coordinates (Å):
C1 -3.659 1.196 -0.034
C2 -2.518 1.535 0.199
H1 -4.694 0.889 -0.044
H2 -0.250 1.348 -0.146
H3 -2.453 2.205 1.104
Eu1 3.195 2.365 -0.700
O1 2.646 0.031 -0.015
C3 1.434 0.057 -0.271
O2 0.900 1.261 -0.319
O3 0.658 -0.959 -0.380
C4 1.117 -2.254 0.075
H4 0.249 -2.909 -0.016
H5 1.934 -2.587 -0.571
H6 1.441 -2.179 1.117

Results
⟨S²⟩: 15.7587
Spin multiplicity: 8
DFT total energy in Eh: -1091.3343
Charge: +2
Relative energy (zero: lowest compared OMol25 entry of this formula, charge and spin) in kJ/mol: 218.7
LUMO energy (spin up / spin down) in eV: -9.18 / -8.96
HOMO-LUMO gap (spin up / spin down) in eV: 7.637 / 7.852
HOMO energy (spin up / spin down) in eV: -16.81 / -16.81



Molecular formula: C4H6F2O
Method: DFT, ωB97M-V/def2-TZVPD

Cartesian coordinates (Å):
C1 0.663 -0.453 1.299
C2 0.151 -0.605 -0.125
F1 -0.032 -1.898 -0.477
C3 -0.832 0.374 -0.657
O1 -1.380 1.354 0.172
C4 0.565 0.418 -1.172
F2 0.880 0.021 -2.427
H1 1.736 -0.463 1.392
H2 0.275 -1.199 1.938
H3 0.312 0.538 1.673
H4 -1.497 -0.191 -1.429
H5 -1.997 0.831 0.689
H6 1.155 1.274 -0.878

Results
DFT total energy in Eh: -430.9211
Relative energy (zero: lowest compared OMol25 entry of this formula, charge and spin) in kJ/mol: 164.8
LUMO energy in eV: 0.71
HOMO-LUMO gap in eV: 10.773
HOMO energy in eV: -10.07



Molecular formula: C4H6F2S
Method: DFT, ωB97M-V/def2-TZVPD

Cartesian coordinates (Å):
C1 -0.329 -0.292 1.036
C2 0.715 0.438 0.198
S1 0.629 2.200 0.233
C3 1.140 -0.275 -1.255
C4 2.024 -0.345 -0.023
F1 2.114 -1.552 0.601
F2 3.237 0.210 -0.003
H1 -0.526 0.134 2.093
H2 -0.112 -1.385 1.225
H3 -1.428 -0.324 0.586
H4 -0.447 2.469 -0.515
H5 0.549 -0.996 -1.777
H6 1.563 0.462 -1.889

Results
DFT total energy in Eh: -753.8664
Relative energy (zero: lowest compared OMol25 entry of this formula, charge and spin) in kJ/mol: 115.6
LUMO energy in eV: 0.75
HOMO-LUMO gap in eV: 10.100
HOMO energy in eV: -9.35



Molecular formula: C4H6F3KO2
Method: DFT, ωB97M-V/def2-TZVPD

Cartesian coordinates (Å):
K1 1.029 -2.967 -1.135
C1 0.600 0.421 -1.354
O1 0.607 -0.336 -0.092
O2 0.908 -0.393 -2.310
C2 -0.748 1.083 -1.650
F1 -0.646 1.818 -2.756
F2 -1.758 0.213 -1.831
F3 -1.167 1.962 -0.667
C3 0.176 0.174 1.160
C4 -0.087 -0.995 2.117
H1 0.866 -1.401 2.455
H2 -0.678 -0.639 2.964
H3 -0.679 -1.790 1.659
H4 -0.711 0.794 1.055
H5 0.954 0.805 1.609
H6 1.334 1.253 -1.224

Results
DFT total energy in Eh: -1206.0307
Relative energy (zero: lowest compared OMol25 entry of this formula, charge and spin) in kJ/mol: 0.0
LUMO energy in eV: -0.89
HOMO-LUMO gap in eV: 6.653
HOMO energy in eV: -7.55



Molecular formula: C4H6F3N
Method: DFT, ωB97M-V/def2-TZVPD

Cartesian coordinates (Å):
H1 4.993 2.174 -0.474
N1 4.609 1.250 -0.409
C1 3.474 1.364 -0.832
F1 2.665 0.275 -0.963
H2 2.960 2.310 -1.338
C2 -0.705 0.235 -1.425
C3 -0.228 1.387 -0.601
C4 -0.617 1.536 0.638
F2 -1.296 0.610 1.354
F3 -0.367 2.611 1.420
H3 -1.104 -0.526 -0.749
H4 -1.412 0.645 -2.163
H5 0.131 -0.374 -1.829
H6 0.509 2.041 -0.930

Results
DFT total energy in Eh: -510.3042
Relative energy (zero: lowest compared OMol25 entry of this formula, charge and spin) in kJ/mol: 99.0
LUMO energy in eV: 0.82
HOMO-LUMO gap in eV: 10.547
HOMO energy in eV: -9.73



Molecular formula: C4H6F3O3S
Method: DFT, ωB97M-V/def2-TZVPD

Cartesian coordinates (Å):
C1 -0.026 -0.326 1.595
C2 1.351 -0.510 -1.560
C3 -0.641 0.479 0.483
C4 0.365 1.244 -0.233
O1 -1.158 -1.828 -0.578
O2 -2.953 -0.762 0.702
O3 1.475 0.616 -0.730
F1 -1.616 1.590 0.997
F2 -0.105 1.922 -1.308
F3 0.874 2.183 0.690
S1 -2.050 -0.612 -0.397
H1 0.290 -1.294 1.233
H2 -0.672 -0.285 2.520
H3 1.001 0.123 1.878
H4 2.185 -1.068 -1.415
H5 1.149 -0.366 -2.655
H6 0.531 -1.108 -1.224

Results
DFT total energy in Eh: -1079.5342
Charge: -1
Relative energy (zero: lowest compared OMol25 entry of this formula, charge and spin) in kJ/mol: 46.3
LUMO energy in eV: 3.72
HOMO-LUMO gap in eV: 7.809
HOMO energy in eV: -4.09



Molecular formula: C4H6F5NO2S
Method: DFT, ωB97M-V/def2-TZVPD

Cartesian coordinates (Å):
C1 -0.229 0.134 -1.254
N1 -0.625 0.416 0.149
C2 0.462 0.291 1.155
C3 -1.954 0.188 0.516
F1 -2.100 0.183 1.844
C4 -2.885 1.333 -0.042
F2 -2.401 1.782 -1.260
F3 -2.869 2.386 0.775
F4 -4.086 0.987 -0.358
S1 -2.607 -1.467 -0.202
O1 -3.091 -1.305 -1.491
O2 -1.579 -2.438 -0.017
F5 -3.768 -1.772 0.895
H1 -1.034 0.288 -1.917
H2 0.638 0.792 -1.553
H3 -0.081 -0.950 -1.161
H4 0.113 0.838 2.091
H5 0.943 -0.710 1.286
H6 1.329 1.017 0.711

Results
DFT total energy in Eh: -1258.7129
Relative energy (zero: lowest compared OMol25 entry of this formula, charge and spin) in kJ/mol: 3.2
LUMO energy in eV: 0.64
HOMO-LUMO gap in eV: 10.289
HOMO energy in eV: -9.65



Molecular formula: C4H6FHgO4
Method: DFT, ωB97M-V/def2-TZVPD

Cartesian coordinates (Å):
C1 -1.162 2.556 0.155
O1 -1.253 1.344 0.835
H1 -1.706 2.543 -0.812
H2 -1.591 3.372 0.773
H3 -0.111 2.825 -0.075
C2 1.253 -2.102 -0.409
O2 0.559 -2.041 0.694
C3 -0.129 -0.167 0.597
C4 -0.053 -0.288 -0.919
O3 1.095 -1.121 -1.240
O4 2.243 -2.860 -0.412
F1 0.992 0.428 1.122
H4 -0.895 -0.660 1.200
H5 -0.953 -0.766 -1.314
H6 0.141 0.669 -1.408
Hg1 1.568 -3.732 1.214

Results
DFT total energy in Eh: -709.7471
Charge: +1
Relative energy (zero: lowest compared OMol25 entry of this formula, charge and spin) in kJ/mol: 380.0
LUMO energy (spin up / spin down) in eV: -8.49 / -8.49
HOMO-LUMO gap (spin up / spin down) in eV: 3.697 / 3.698
HOMO energy (spin up / spin down) in eV: -12.19 / -12.19



Molecular formula: C4H6FHgO4P
Method: DFT, ωB97M-V/def2-TZVPD

Cartesian coordinates (Å):
P1 -0.111 1.632 -1.066
F1 0.646 1.874 0.345
O1 -1.522 0.860 -0.570
C1 -2.681 1.162 -0.060
H1 -3.089 0.341 0.537
C2 -3.321 2.394 -0.026
H2 -3.899 2.639 0.864
H3 -3.162 3.163 -0.779
O2 -0.246 -0.898 1.494
C3 -0.928 -1.474 2.322
O3 2.115 -0.102 -0.667
C4 1.331 0.163 -1.543
O4 1.588 0.029 -2.811
Hg1 1.871 0.088 1.540
H4 -1.713 -2.184 2.009
H5 -0.760 -1.293 3.399
H6 2.349 -0.534 -3.021

Results
⟨S²⟩: 2.0060
Spin multiplicity: 3
DFT total energy in Eh: -1050.8276
Charge: +2
Relative energy (zero: lowest compared OMol25 entry of this formula, charge and spin) in kJ/mol: 0.0
LUMO energy (spin up / spin down) in eV: -8.74 / -11.79
HOMO-LUMO gap (spin up / spin down) in eV: 6.980 / 6.010
HOMO energy (spin up / spin down) in eV: -15.72 / -17.80



Molecular formula: C4H6FKO4
Method: DFT, ωB97M-V/def2-TZVPD

Cartesian coordinates (Å):
C1 1.607 -1.458 1.541
O1 1.748 -0.979 0.241
H1 2.437 -2.147 1.795
H2 1.567 -0.640 2.291
H3 0.647 -2.004 1.673
C2 -1.757 0.261 0.052
O2 -0.797 -0.564 -0.365
C3 0.388 0.170 -0.711
C4 0.185 1.415 0.173
O3 -1.182 1.305 0.608
O4 -2.825 0.279 -0.538
F1 -0.638 0.360 -2.652
H4 1.234 0.260 -1.394
H5 0.828 1.431 1.058
H6 0.369 2.364 -0.339
K1 -3.813 -0.056 -3.432

Results
DFT total energy in Eh: -1156.6308
Relative energy (zero: lowest compared OMol25 entry of this formula, charge and spin) in kJ/mol: 395.2
LUMO energy in eV: -1.18
HOMO-LUMO gap in eV: 6.600
HOMO energy in eV: -7.78



Molecular formula: C4H6FN2
Method: DFT, ωB97M-V/def2-TZVPD

Cartesian coordinates (Å):
N1 0.536 2.505 -0.281
C1 0.967 1.454 -0.367
C2 1.414 0.139 -0.420
C3 0.432 -0.740 0.378
N2 -0.915 -0.561 -0.155
C4 -1.805 0.074 0.447
F1 -2.922 0.169 -0.084
H1 1.615 -0.167 -1.466
H2 2.283 0.082 0.136
H3 0.668 -1.777 0.050
H4 0.453 -0.540 1.437
H5 -0.892 -0.736 -1.156
H6 -1.836 0.099 1.479

Results
DFT total energy in Eh: -365.0663
Charge: +1
Relative energy (zero: lowest compared OMol25 entry of this formula, charge and spin) in kJ/mol: 157.2
LUMO energy in eV: -5.35
HOMO-LUMO gap in eV: 10.869
HOMO energy in eV: -16.22



Molecular formula: C4H6FN3
Method: DFT, ωB97M-V/def2-TZVPD

Cartesian coordinates (Å):
C1 1.072 -0.420 1.446
C2 0.472 -1.291 0.386
F1 -0.260 -2.362 0.813
N1 -0.649 -0.257 -0.426
N2 -1.640 -0.791 -1.014
C3 -2.183 0.162 -1.826
C4 -1.429 1.272 -1.640
N3 -0.419 1.011 -0.769
H1 2.051 -0.892 1.948
H2 1.361 0.507 0.919
H3 0.233 -0.205 2.087
H4 1.207 -1.653 -0.306
H5 -2.940 -0.284 -2.456
H6 -1.622 2.180 -2.213

Results
DFT total energy in Eh: -420.0761
Relative energy (zero: lowest compared OMol25 entry of this formula, charge and spin) in kJ/mol: 177.3
LUMO energy in eV: 1.00
HOMO-LUMO gap in eV: 11.014
HOMO energy in eV: -10.02



Molecular formula: C4H6FNO
Method: DFT, ωB97M-V/def2-TZVPD

Cartesian coordinates (Å):
C1 -0.156 -1.459 0.791
C2 0.236 -0.455 0.053
C3 -0.505 0.598 -0.708
C4 1.684 -0.540 -0.169
O1 2.238 -1.522 -0.560
N1 2.579 0.805 0.051
F1 3.887 0.397 -0.029
H1 -1.156 -1.746 0.934
H2 0.601 -2.145 1.247
H3 -1.560 0.449 -0.534
H4 -0.264 1.595 -0.338
H5 -0.107 0.505 -1.783
H6 2.451 0.998 1.100

Results
DFT total energy in Eh: -385.7554
Relative energy (zero: lowest compared OMol25 entry of this formula, charge and spin) in kJ/mol: 310.1
LUMO energy in eV: 0.77
HOMO-LUMO gap in eV: 10.784
HOMO energy in eV: -10.02



Molecular formula: C4H6FNO
Method: DFT, ωB97M-V/def2-TZVPD

Cartesian coordinates (Å):
C1 -0.410 1.278 -2.127
C2 0.091 -0.111 0.539
C3 0.136 -1.590 0.080
C4 -0.884 0.312 1.356
N1 0.889 0.606 -0.269
O1 -0.646 2.378 -2.019
F1 -0.909 1.594 1.757
H1 1.100 1.610 -0.109
H2 1.171 -1.843 0.197
H3 0.090 -1.779 -1.020
H4 -0.538 -2.306 0.688
H5 -1.760 -0.268 1.613
H6 1.671 0.119 -0.687

Results
⟨S²⟩: 2.0059
Spin multiplicity: 3
DFT total energy in Eh: -385.6705
Relative energy (zero: lowest compared OMol25 entry of this formula, charge and spin) in kJ/mol: 74.3
LUMO energy (spin up / spin down) in eV: 0.95 / -1.11
HOMO-LUMO gap (spin up / spin down) in eV: 5.126 / 9.531
HOMO energy (spin up / spin down) in eV: -4.17 / -10.64